Here is C4H7N as an isolated structure at a distorted geometry from OMol25. Energies are from ωB97M-V/def2-TZVPD.

Structure (XYZ):
```
12
C4H7N, DFT ωB97M-V/def2-TZVPD
N -0.393 -1.208 -0.632
C -1.491 -0.717 -0.204
C 1.359 0.499 -0.618
C 0.449 -0.347 0.179
C -0.876 0.272 0.755
H 2.216 -0.120 -1.115
H 0.885 -0.915 1.093
H -1.080 1.187 0.403
H 0.789 1.025 -1.429
H -1.049 0.192 1.780
H -2.599 -1.059 -0.296
H 1.792 1.191 0.084
```

- E_HOMO: -9.444 eV
- Kohn-Sham gap: 0.389 hartree
- Strongest force on any atom: 0.0787 hartree/bohr
- LUMO level: 1.154 eV
- DFT total energy: -211.285999 hartree